C59H40AlN5O4S as an isolated structure. Source: OMol25; level of theory: ωB97M-V with the def2-TZVPD basis set.

Structure (ORCA input):
```
! RIJCOSX wB97M-V def2-TZVPD def2/J DEFGRID3
* xyz 0 1
Al -0.55 -0.07 -0.42
C 1.70 7.28 -0.49
C 1.14 6.83 -1.68
C 0.64 5.54 -1.77
C 0.70 4.68 -0.67
C 1.26 5.14 0.52
C 1.76 6.43 0.61
C 0.16 3.29 -0.75
C -1.01 3.00 -0.07
C -1.78 3.98 0.65
C -2.73 3.30 1.34
C -2.51 1.90 1.06
N -1.53 1.75 0.12
C -3.11 0.87 1.77
C -2.86 -0.47 1.51
C -3.47 -1.57 2.20
C -3.15 -2.69 1.52
C -2.35 -2.28 0.40
C -2.01 -3.10 -0.66
C -2.35 -4.55 -0.58
C -3.64 -5.00 -0.85
C -3.94 -6.36 -0.78
C -2.96 -7.27 -0.43
C -1.67 -6.83 -0.16
C -1.37 -5.47 -0.23
C -1.41 -2.62 -1.81
N -0.88 -1.37 -1.97
C -0.24 -1.41 -3.18
C 0.70 -0.49 -3.62
C 1.42 -0.74 -4.90
C 2.77 -1.09 -4.90
C 3.43 -1.31 -6.10
C 2.76 -1.18 -7.31
C 1.42 -0.84 -7.31
C 0.75 -0.62 -6.12
C 1.03 0.64 -2.89
C 1.96 1.63 -3.32
C 1.85 2.68 -2.47
C 0.81 2.35 -1.54
N 0.38 1.06 -1.75
C -0.48 -2.67 -3.84
C -1.19 -3.43 -2.99
N -2.11 -0.93 0.45
C -4.08 1.23 2.85
C -5.41 0.83 2.77
C -6.32 1.15 3.77
C -5.91 1.89 4.87
C -4.59 2.31 4.96
C -3.69 1.98 3.96
H 2.09 8.28 -0.42
H 1.08 7.49 -2.53
H 0.20 5.18 -2.69
H 1.30 4.48 1.37
H 2.20 6.77 1.54
H -1.62 5.05 0.62
H -3.49 3.69 1.99
H -4.09 -1.48 3.08
H -3.45 -3.70 1.72
H -4.41 -4.29 -1.12
H -4.95 -6.70 -0.99
H -3.19 -8.33 -0.37
H -0.89 -7.53 0.11
H -0.37 -5.12 -0.02
H 3.28 -1.20 -3.95
H 4.48 -1.58 -6.09
H 3.28 -1.36 -8.24
H 0.88 -0.74 -8.25
H -0.30 -0.35 -6.12
H 2.60 1.54 -4.18
H 2.37 3.62 -2.51
H -0.09 -2.94 -4.81
H -1.52 -4.44 -3.11
H -5.74 0.26 1.91
H -7.35 0.83 3.68
H -6.61 2.14 5.65
H -4.26 2.90 5.81
H -2.67 2.33 4.02
O -0.05 -2.27 2.09
C 0.89 -2.25 1.32
N 0.93 -1.58 0.13
S 2.39 -1.74 -0.60
O 3.04 -0.45 -0.70
O 2.32 -2.53 -1.80
C 3.13 -2.72 0.65
C 4.40 -3.25 0.71
C 4.71 -4.04 1.81
C 3.76 -4.29 2.80
C 2.48 -3.75 2.72
C 2.18 -2.96 1.62
H 5.13 -3.06 -0.07
H 5.69 -4.47 1.90
H 4.02 -4.91 3.65
H 1.73 -3.93 3.47
C 0.21 0.51 3.57
C 0.84 1.00 2.31
O 0.45 0.62 1.21
C 1.99 1.94 2.34
C 2.22 2.75 3.45
C 3.27 3.65 3.44
C 4.11 3.72 2.34
C 3.89 2.90 1.24
C 2.82 2.02 1.23
H -0.37 -0.39 3.36
H -0.47 1.28 3.94
H 0.96 0.33 4.33
H 1.57 2.69 4.31
H 3.44 4.30 4.30
H 4.95 4.41 2.34
H 4.55 2.95 0.38
H 2.64 1.37 0.38
*
```

HOMO-LUMO gap ... 5.83 eV
LUMO ... -0.035 Eh
HOMO ... -6.8 eV